1.
This record from OMol25 describes the molecule C4H5NO. The level of theory is ωB97M-V/def2-TZVPD.

Geometry (Å):
O -0.725 0.938 -1.160
C -0.600 -0.468 -0.908
C -0.385 -0.486 0.654
C 0.691 0.699 0.671
C 0.636 0.635 -0.835
N 0.899 -0.493 -1.409
H -1.270 -1.147 -1.432
H 0.081 -1.423 0.973
H -1.278 -0.293 1.259
H 1.644 0.406 1.107
H 0.308 1.633 1.080

## Properties
Electronic energy ... -7761.696 eV
F_max ... 0.73 eV/A
Spin multiplicity ... 1
Kohn-Sham gap ... 0.3329 hartree
LUMO ... 0.0039 hartree
Energy above the lowest of the compared OMol25 structures with the same formula, charge and spin ... 111.4 kcal/mol

---

2.
This record from OMol25 describes the molecule C4H5NO at a distorted geometry. The level of theory is ωB97M-V/def2-TZVPD.

Geometry (Å):
C -1.532 -0.045 -0.486
C -0.139 -0.039 0.043
O -0.096 0.150 1.404
C 1.004 -0.206 -0.636
C 2.194 0.531 1.152
N 1.181 0.383 1.821
H -2.183 0.654 0.043
H -1.947 -1.056 -0.391
H -1.507 0.196 -1.552
H 1.068 -0.060 -1.701
H 1.806 -0.789 -0.187

## Properties
Electronic energy ... -7761.456 eV
F_max ... 1.12 eV/A
Spin multiplicity ... 1
Kohn-Sham gap ... 0.3510 hartree
LUMO ... 0.0066 hartree
Energy above the lowest of the compared OMol25 structures with the same formula, charge and spin ... 116.9 kcal/mol

---

3.
This record from OMol25 describes a cluster of 3 separate species, C4H5NO in total at a distorted geometry. The level of theory is ωB97M-V/def2-TZVPD.

Geometry (Å):
C 1.485 -1.036 1.466
C 0.395 -0.622 0.823
C -2.590 0.885 -0.488
O -2.045 1.348 0.396
C 0.240 -0.814 -0.593
N 0.135 -0.953 -1.739
H 2.283 -1.562 0.952
H -0.265 2.097 -2.335
H 1.597 -0.849 2.529
H -0.410 -0.106 1.338
H -0.827 1.612 -2.349

## Properties
Electronic energy ... -7764.227 eV
F_max ... 1.41 eV/A
Spin multiplicity ... 1
Kohn-Sham gap ... 0.4046 hartree
LUMO ... 0.0130 hartree
Energy above the lowest of the compared OMol25 structures with the same formula, charge and spin ... 53.0 kcal/mol

---

4.
This record from OMol25 describes a structure of composition C4H5NO at a distorted geometry. The level of theory is ωB97M-V/def2-TZVPD.

Geometry (Å):
N 0.951 1.973 -0.790
C 0.208 0.972 -0.785
C -0.760 -0.067 -0.799
C 0.555 -0.507 -0.113
C -0.320 -0.489 1.142
O -1.525 -0.190 0.365
H -1.082 -0.444 -1.760
H 0.842 -1.508 -0.452
H 1.679 1.381 -0.377
H -0.434 -1.426 1.701
H -0.117 0.322 1.854

## Properties
Electronic energy ... -7761.426 eV
F_max ... 2.59 eV/A
Spin multiplicity ... 1
Kohn-Sham gap ... 0.3576 hartree
LUMO ... 0.0259 hartree
Energy above the lowest of the compared OMol25 structures with the same formula, charge and spin ... 117.6 kcal/mol

---

5.
This record from OMol25 describes the molecule C4H5NO at a distorted geometry. The level of theory is ωB97M-V/def2-TZVPD.

Geometry (Å):
C 1.416 -0.277 0.204
C 0.722 1.212 0.093
C -0.543 1.408 -0.095
C -1.345 0.121 0.055
H 0.097 -1.569 0.351
H 2.322 0.023 -0.418
H 1.804 -0.442 1.115
H 1.704 1.983 -0.204
H -1.001 2.422 -0.430
N -1.879 -0.896 0.080
O 0.841 -1.365 -0.314

## Properties
Electronic energy ... -7763.445 eV
F_max ... 6.16 eV/A
Spin multiplicity ... 1
Kohn-Sham gap ... 0.4126 hartree
LUMO ... 0.0272 hartree
Energy above the lowest of the compared OMol25 structures with the same formula, charge and spin ... 71.1 kcal/mol

---

6.
This record from OMol25 describes the molecule C4H5NO at a distorted geometry. The level of theory is ωB97M-V/def2-TZVPD.

Geometry (Å):
C 0.433 0.757 -0.389
C -0.580 0.825 0.666
C -0.643 -0.346 -0.310
C -0.287 -1.711 0.052
H 2.006 -0.487 -0.362
H 0.249 1.491 -1.182
H -1.435 1.577 0.668
H -0.306 0.605 1.676
H -1.303 -0.440 -1.216
N 0.217 -2.719 0.351
O 1.650 0.449 0.047

## Properties
Electronic energy ... -7764.455 eV
F_max ... 5.40 eV/A
Spin multiplicity ... 1
Kohn-Sham gap ... 0.4109 hartree
LUMO ... 0.0273 hartree
Energy above the lowest of the compared OMol25 structures with the same formula, charge and spin ... 47.8 kcal/mol

---

7.
This record from OMol25 describes a cluster of 2 separate species, C4H5NO in total at a distorted geometry. The level of theory is ωB97M-V/def2-TZVPD.

Geometry (Å):
C -0.412 -0.958 0.447
C -2.351 0.541 -0.045
C -1.062 0.165 -0.248
C 2.464 0.058 -0.007
N 0.119 -1.848 0.929
O 1.468 0.632 0.247
H -2.613 1.429 -0.534
H -2.936 0.063 0.646
H -0.366 0.377 -1.090
H 2.752 -0.717 0.642
H 2.937 0.260 -0.988

## Properties
Electronic energy ... -7763.798 eV
F_max ... 4.51 eV/A
Spin multiplicity ... 1
Kohn-Sham gap ... 0.3870 hartree
LUMO ... 0.0161 hartree
Energy above the lowest of the compared OMol25 structures with the same formula, charge and spin ... 62.9 kcal/mol

---

8.
This record from OMol25 describes the molecule C4H5NO at a distorted geometry. The level of theory is ωB97M-V/def2-TZVPD.

Geometry (Å):
C 1.269 -0.065 -0.422
C 0.010 0.325 0.345
C -1.262 0.750 -0.375
O -1.416 1.020 -1.535
C -0.656 -0.863 0.902
N -0.885 -1.944 1.233
H 1.966 -0.564 0.261
H 1.029 -0.763 -1.231
H 1.758 0.817 -0.840
H 0.219 0.983 1.199
H -2.032 0.303 0.462

## Properties
Electronic energy ... -7764.668 eV
F_max ... 3.11 eV/A
Spin multiplicity ... 1
Kohn-Sham gap ... 0.4003 hartree
LUMO ... 0.0137 hartree
Energy above the lowest of the compared OMol25 structures with the same formula, charge and spin ... 42.9 kcal/mol